# 1
This record from OMol25 describes C13H25AlBrClFKNO8P as an isolated structure in a non-equilibrium geometry. The level of theory is the ωB97M-V functional and the def2-TZVPD basis.

```
53
Properties=species:S:1:pos:R:3:forces:R:3:nbo_charge:R:1
C 0.834411 -3.876195 3.536519 -0.97 -0.65 0.12 -0.964
P 0.879190 -3.069000 1.764197 3.27 -0.43 0.36 1.009
C 0.948483 -4.600757 0.571385 -1.73 -1.39 0.22 -0.969
O -0.554773 -2.114644 1.478459 -1.15 3.93 1.83 -0.773
C -0.499070 -0.817962 2.182535 3.83 0.05 5.41 0.962
O 0.279632 -0.697307 3.293646 -4.95 -0.95 -7.15 -0.600
O -1.268794 0.384453 1.810005 2.41 -2.96 -0.87 -0.541
C -0.596158 1.118655 0.695246 -1.31 -0.40 1.90 0.149
O 0.294041 2.153454 1.245848 4.09 -1.05 -1.88 -0.532
C 1.688924 1.982680 0.810523 2.43 0.31 -0.79 0.421
C 2.470907 3.326502 0.197552 3.20 -3.11 0.04 -0.376
C 4.061538 3.233516 -0.272119 -2.60 -2.09 0.51 -0.040
C 4.965205 1.836743 -0.183511 -7.00 0.30 1.31 0.035
C 4.177770 0.512789 0.403270 -2.88 2.81 -0.41 -0.100
C 2.577919 0.607023 0.881534 2.29 2.07 -1.08 -0.288
H 1.822423 -4.507903 3.701750 -2.05 1.29 -0.80 0.286
H 0.764717 -3.077890 4.395214 0.00 -1.48 -1.94 0.256
H -0.111633 -4.584598 3.521632 2.04 1.23 0.50 0.209
H 0.151288 -4.540652 -0.294956 1.60 0.08 1.63 0.227
H 2.048050 -4.809390 0.175252 -1.96 0.84 1.25 0.327
H 0.663412 -5.551804 1.217680 0.59 1.84 -1.38 0.232
H -1.473644 1.682993 0.115690 2.15 -1.11 2.23 0.217
H -0.084205 0.378721 -0.057797 -0.30 1.48 3.19 0.241
H 1.958656 4.386214 0.105016 1.13 -2.42 1.04 0.000
H 4.629585 4.187322 -0.683913 -1.46 -2.22 0.86 0.245
H 6.115995 1.789949 -0.495071 -1.05 0.48 1.38 0.176
H 4.796539 -0.498581 0.494881 -1.74 2.35 -0.20 0.286
H 2.120213 -0.384365 1.305080 0.81 2.05 -0.70 0.295
Al 1.090223 5.718750 -0.962316 -0.26 0.01 -0.23 0.960
Br 7.241977 1.478611 -1.573803 1.97 -0.55 -1.67 -0.245
F 4.308308 1.910303 -2.332307 0.26 0.35 1.73 -0.602
C -3.131031 4.973581 -3.907826 0.19 0.15 0.09 -0.796
C -2.368033 4.437036 -2.768528 -0.62 0.82 1.22 0.342
N -1.765174 4.013079 -1.868339 -1.41 1.63 -0.37 -0.472
H -2.521848 5.644566 -4.522681 0.10 -0.12 0.24 0.265
H -3.494514 4.175044 -4.563335 -0.43 -0.39 -0.34 0.350
H -4.005748 5.543316 -3.576523 0.19 -0.24 0.15 0.292
O 3.749980 -5.405484 1.191770 -0.72 0.16 1.17 -1.028
H 4.063279 -5.380706 0.306076 0.70 -0.02 -1.29 0.399
Cl -0.775114 0.682863 -1.605901 -1.31 -0.63 -6.40 -0.836
K -0.513071 2.842230 -3.460659 1.92 -2.02 -1.57 0.945
O -4.345922 0.563364 -3.688681 -0.22 -0.46 0.37 -0.776
H -4.925288 1.367405 -3.680677 0.17 0.25 -0.55 0.564
H -4.853795 -0.246335 -3.950201 0.33 0.52 0.10 0.573
H -3.887891 0.438437 -2.818775 0.16 -0.02 -0.24 0.581
C -2.889568 -4.133861 4.173958 0.13 0.12 -0.05 -0.242
O -3.342314 -3.062332 3.367022 0.13 0.42 -0.25 -0.728
H -3.748537 -4.735395 4.480419 0.07 0.16 -0.10 0.179
H -2.197822 -4.755913 3.600676 -0.04 -0.19 0.21 0.161
H -2.390061 -3.737240 5.061210 0.07 -0.26 0.10 0.165
H -2.558763 -2.546758 3.110553 -0.44 -0.28 0.04 0.468
O -4.913118 3.228614 -6.100832 1.54 0.72 0.98 -1.284
H -5.486773 2.536856 -5.825849 -1.15 -1.00 0.06 0.377
```
Forces are in eV/Å.

Properties
lowest unoccupied orbital energy: -4.028 eV


# 2
This record from OMol25 describes C45H36AsCl5N2PPtS as an isolated structure in a non-equilibrium geometry. The level of theory is the ωB97M-V functional and the def2-TZVPD basis.

```
92
Properties=species:S:1:pos:R:3:forces:R:3:lowdin_charge:R:1
Pt 2.246456 0.496999 -0.679504 -0.01 0.16 0.10 0.836
C 1.039848 0.696628 5.564197 -0.01 0.06 0.04 -0.026
C 1.431164 0.938426 4.147617 0.22 0.04 -0.41 -0.248
C 2.755448 0.916386 3.716670 -0.21 0.15 0.05 -0.038
C 3.048352 1.079589 2.374488 0.13 0.15 0.30 -0.177
N 2.106441 1.289724 1.458675 0.62 -0.33 -0.34 -0.060
C 0.841063 1.369105 1.867115 -0.29 0.18 0.21 -0.174
C 0.460144 1.197533 3.180056 0.09 0.05 -0.03 -0.014
H 1.868872 0.310451 6.147496 0.06 -0.03 0.09 0.084
H 0.216111 -0.012822 5.598390 -0.06 -0.05 0.10 0.091
H 0.697451 1.627310 6.016100 -0.03 0.01 0.08 0.097
H 3.556948 0.750402 4.418049 0.12 -0.06 0.08 0.121
H 4.069882 1.026108 2.021552 -0.01 -0.02 -0.02 0.115
H 0.104556 1.585515 1.102598 0.03 -0.11 -0.02 0.061
H -0.588258 1.248170 3.445072 -0.02 0.02 -0.01 0.104
C -1.621809 0.362950 -1.704720 0.34 0.24 0.15 -0.352
C -2.154842 1.141799 -0.510754 -0.16 0.15 0.08 -0.430
As -2.339803 0.031911 1.127550 -0.46 0.15 0.15 1.327
C -3.874891 -1.011281 0.506964 0.10 0.03 -0.06 -0.387
C -3.796438 -2.395766 0.442055 0.31 0.08 0.12 -0.111
C -4.877363 -3.142598 0.003648 -0.07 -0.09 0.00 -0.075
C -6.051835 -2.509319 -0.363999 0.00 -0.10 -0.01 -0.078
C -6.140898 -1.128658 -0.296169 -0.09 0.07 -0.03 -0.074
C -5.058517 -0.385897 0.136776 -0.01 0.20 -0.02 -0.108
C -3.392736 1.255705 2.246452 0.14 -0.04 -0.04 -0.419
C -3.633707 2.594977 1.976869 0.17 -0.06 -0.25 -0.118
C -4.438129 3.347863 2.816811 -0.04 0.15 0.09 -0.083
C -4.996944 2.775870 3.945708 -0.05 0.05 0.00 -0.081
C -4.743297 1.445671 4.240803 0.01 -0.03 0.04 -0.078
C -3.941904 0.697328 3.399450 0.19 -0.26 -0.11 -0.129
P 0.087488 -0.361588 -1.499521 0.49 -0.73 -0.52 0.991
C -0.281597 -1.991384 -0.769992 0.25 0.17 0.05 -0.373
C -0.844118 -3.055373 -1.471761 -0.06 0.03 0.03 -0.089
C -1.029988 -4.273597 -0.836993 -0.03 -0.06 -0.07 -0.068
C -0.718241 -4.423229 0.505510 0.02 0.04 -0.03 -0.077
C -0.212673 -3.350169 1.221506 -0.10 -0.05 0.01 -0.108
C 0.019898 -2.147045 0.581104 0.07 0.00 -0.19 -0.219
C 0.552163 -0.603702 -3.245247 -0.22 -0.17 -0.07 -0.411
C 0.656727 0.559339 -4.012026 -0.15 -0.24 0.08 -0.141
C 0.995331 0.489797 -5.348313 0.06 0.03 -0.01 -0.073
C 1.229440 -0.742322 -5.938705 0.03 -0.13 0.03 -0.067
C 1.183582 -1.894464 -5.170847 0.11 0.04 -0.19 -0.078
C 0.882979 -1.827571 -3.821778 -0.20 0.16 0.16 -0.131
H -1.599640 1.004122 -2.592186 0.01 -0.12 0.06 0.080
H -2.280337 -0.487637 -1.918297 0.17 0.01 -0.09 0.092
H -3.142598 1.538275 -0.768042 0.10 0.02 0.08 0.071
H -1.497909 1.992418 -0.298699 -0.09 -0.02 0.08 0.035
H -2.883446 -2.889265 0.749362 0.00 -0.05 -0.03 0.074
H -4.804689 -4.219180 -0.041293 0.01 -0.10 0.00 0.106
H -6.900942 -3.089695 -0.691557 -0.07 -0.06 -0.05 0.106
H -7.058284 -0.630856 -0.573619 -0.08 0.04 -0.02 0.107
H -5.144742 0.692030 0.206501 -0.04 0.04 0.00 0.100
H -3.202014 3.061997 1.100157 -0.03 0.03 -0.05 0.089
H -4.632118 4.385210 2.587339 0.00 0.09 -0.02 0.105
H -5.629947 3.362139 4.594262 -0.05 0.06 0.05 0.106
H -5.171266 0.996098 5.124277 -0.03 -0.05 0.07 0.107
H -3.739424 -0.347642 3.621203 -0.10 0.05 0.06 0.102
H -1.140117 -2.944488 -2.506005 0.02 0.00 -0.03 0.111
H -1.422698 -5.111797 -1.391766 -0.09 -0.06 -0.07 0.112
H -0.881514 -5.372164 0.993791 0.01 -0.09 0.04 0.114
H -0.000052 -3.453063 2.273750 0.10 -0.01 0.12 0.106
H 0.450380 -1.315453 1.124979 -0.08 -0.08 -0.01 0.035
H 0.487119 1.521923 -3.548419 -0.05 0.13 -0.02 0.083
H 1.082625 1.393073 -5.929961 -0.02 0.13 -0.09 0.109
H 1.466905 -0.804058 -6.988969 0.03 0.00 -0.11 0.110
H 1.386808 -2.852624 -5.625606 0.09 -0.07 0.00 0.110
H 0.924787 -2.725477 -3.223494 -0.11 -0.06 0.00 0.094
S 1.527293 5.232680 -1.433202 0.22 -0.54 -0.03 1.116
C 1.078738 3.565850 -1.450965 -0.15 0.45 -0.02 -0.437
N 2.033219 2.709575 -1.292995 -0.55 -1.28 0.50 -0.081
C 3.247465 3.334918 -1.154724 0.70 0.85 0.02 -0.329
C 4.476430 2.698422 -0.985700 -0.07 -0.17 0.00 -0.035
C 5.609419 3.472253 -0.869367 -0.05 -0.11 0.03 -0.055
C 5.532987 4.866991 -0.906197 -0.12 0.13 -0.01 -0.060
C 4.323518 5.514128 -1.064331 0.15 0.06 0.02 -0.070
C 3.181186 4.739886 -1.200327 -0.26 -0.47 0.00 -0.446
H 0.046853 3.294194 -1.590745 -0.16 -0.14 0.04 0.071
H 4.508025 1.608562 -0.957103 0.18 0.21 -0.04 0.074
H 6.571037 2.999432 -0.742545 0.07 -0.05 0.00 0.113
H 6.437069 5.448191 -0.810030 0.06 0.06 0.02 0.114
H 4.260869 6.589938 -1.075402 0.06 0.14 -0.04 0.116
Cl 3.730209 -0.597916 -2.923488 0.17 0.17 -0.04 0.769
C 3.507036 -1.850688 -1.743828 0.13 0.15 0.26 -0.694
C 3.126927 -1.415886 -0.473252 -1.60 0.50 -0.50 -0.314
C 3.036018 -2.410069 0.496994 0.13 0.25 0.02 -0.690
Cl 2.767054 -1.974696 2.137256 -0.04 0.08 0.32 0.786
C 3.178380 -3.763857 0.197452 0.10 -0.06 -0.15 -0.698
Cl 2.964007 -4.955042 1.413377 0.04 -0.02 0.01 0.721
C 3.471552 -4.156013 -1.106857 -0.04 0.08 -0.09 -0.701
Cl 3.546557 -5.814396 -1.526550 0.07 -0.04 0.04 0.718
C 3.696260 -3.181947 -2.081753 0.04 -0.09 0.00 -0.705
Cl 4.162649 -3.637164 -3.672380 -0.06 0.12 0.05 0.724
```
Forces are in eV/Å.

Properties
total charge: +1
relative energy (zero: lowest compared OMol25 entry of this formula, charge and spin): 38.11 kcal/mol
lowest unoccupied orbital energy (spin up / spin down): -3.617 / -3.759 eV


# 3
This record from OMol25 describes one molecule with the formula C23H36N4O3. The level of theory is the ωB97M-V functional and the def2-TZVPD basis.

```
66
Properties=species:S:1:pos:R:3:forces:R:3:nbo_charge:R:1
C -0.771247 2.457185 -0.451163 0.03 -0.02 -0.02 -0.638
C -2.121367 1.873418 -0.718303 -0.05 0.01 0.05 0.013
C -2.841452 2.224745 -1.852557 -0.02 -0.03 0.01 -0.216
C -4.103939 1.711018 -2.082515 -0.05 0.00 -0.05 -0.199
C -4.672563 0.836337 -1.174353 0.00 0.03 0.00 -0.224
C -3.981195 0.458298 -0.033631 0.12 -0.03 0.06 -0.003
C -2.703776 0.978686 0.181371 -0.08 0.05 -0.33 0.117
N -2.000531 0.623392 1.358581 -0.36 0.24 0.15 -0.644
C -0.835993 -0.088637 1.359935 -0.32 -0.16 0.37 0.821
O -0.332396 -0.561551 0.358385 0.08 0.00 -0.23 -0.678
N -0.316294 -0.279225 2.619205 0.14 0.01 0.29 -0.649
H -0.579741 0.402887 3.314245 0.03 0.07 -0.12 0.392
C 1.066985 -0.742639 2.715657 0.12 0.04 -0.34 0.048
C 1.096841 -2.260667 2.503422 -0.28 0.01 0.05 -0.427
C 0.305960 -2.965346 3.604214 0.31 -0.14 0.03 -0.396
C 0.899420 -2.644907 4.972174 -0.33 0.08 0.01 -0.397
C 0.876552 -1.139131 5.213511 0.28 -0.14 -0.01 -0.400
C 1.624926 -0.404889 4.103575 -0.30 0.10 0.07 -0.396
H 1.574124 0.676154 4.252797 0.07 0.02 -0.07 0.226
H 2.678865 -0.691516 4.124341 0.04 0.02 -0.04 0.213
H 1.337931 -0.905147 6.174982 -0.08 0.07 0.02 0.213
H -0.160903 -0.800869 5.250927 -0.06 0.04 0.09 0.191
H 1.930023 -3.005279 5.015168 0.07 -0.05 0.05 0.192
H 0.333770 -3.154942 5.754278 0.07 -0.05 0.04 0.209
H 0.324341 -4.043059 3.431051 -0.07 0.00 -0.03 0.210
H -0.733314 -2.634939 3.569213 -0.05 -0.06 -0.02 0.208
H 2.128938 -2.616756 2.541950 0.08 -0.03 -0.04 0.196
H 0.666343 -2.493113 1.528421 0.12 0.00 -0.05 0.239
C 1.866449 0.090940 1.682245 0.06 -0.26 0.35 0.709
O 1.726278 1.298846 1.657556 -0.03 0.30 -0.04 -0.654
N 2.729044 -0.567624 0.894960 0.24 -0.32 -0.17 -0.617
H 2.731530 -1.573457 0.895889 -0.15 0.04 0.12 0.397
C 3.410175 0.066689 -0.216169 0.26 0.20 -0.08 -0.221
C 3.547094 -0.909531 -1.378804 -0.33 0.04 0.13 -0.407
H 4.190189 -0.461939 -2.135964 0.09 -0.06 -0.01 0.213
H 4.035673 -1.821572 -1.025005 0.11 -0.04 -0.04 0.194
C 2.188758 -1.267721 -1.989824 0.22 -0.04 -0.02 -0.230
N 1.696299 -0.215387 -2.859901 -0.04 -0.03 0.03 -0.447
C 0.248539 -0.251688 -2.997544 -0.15 0.31 -0.15 -0.267
H -0.204666 -0.211275 -2.006648 -0.05 -0.02 0.00 0.242
C -0.200492 0.948953 -3.825486 -0.18 -0.26 0.24 -0.074
H -1.279121 0.923053 -3.986166 0.05 0.03 0.07 0.197
O 0.395010 0.948856 -5.105464 -0.06 -0.04 -0.14 -0.526
C 1.796696 0.949817 -4.988015 0.35 -0.16 -0.01 -0.071
C 2.292724 -0.251259 -4.182999 -0.06 0.30 -0.16 -0.251
H 3.380055 -0.202222 -4.100810 0.01 -0.02 -0.05 0.198
H 2.023103 -1.181037 -4.719306 0.04 0.04 0.06 0.166
H 2.191446 0.923480 -6.005751 0.04 0.02 0.09 0.190
H 2.128922 1.873388 -4.489165 0.01 -0.06 -0.06 0.164
H 0.072166 1.871728 -3.294645 -0.06 -0.01 0.02 0.163
H -0.082966 -1.177740 -3.501507 -0.01 0.02 0.03 0.164
H 2.267802 -2.228484 -2.530203 -0.08 0.05 0.04 0.166
H 1.459393 -1.389585 -1.186217 0.00 -0.10 -0.02 0.227
H 2.825759 0.939442 -0.516030 0.08 -0.03 0.01 0.232
H 4.400715 0.406070 0.111636 -0.13 0.07 -0.12 0.191
H -2.488506 0.745074 2.232824 0.13 -0.06 -0.04 0.396
C -4.582800 -0.491599 0.959425 0.06 0.03 -0.07 -0.634
H -3.878232 -1.286908 1.199781 -0.01 -0.07 0.07 0.224
H -5.490386 -0.936679 0.560538 -0.07 -0.03 0.02 0.221
H -4.837329 0.027370 1.885290 -0.05 -0.06 0.10 0.209
H -5.660806 0.437747 -1.352852 -0.09 -0.05 -0.01 0.208
H -4.650056 1.997371 -2.969071 -0.05 0.03 -0.08 0.213
H -2.409507 2.921118 -2.555865 0.07 0.08 -0.07 0.212
H -0.700858 2.819392 0.573406 0.07 0.03 0.05 0.228
H -0.566458 3.278904 -1.132140 0.02 0.07 -0.04 0.212
H 0.002387 1.700767 -0.571922 0.14 0.01 0.01 0.243
```
Forces are in eV/Å.

Properties
relative energy (zero: lowest compared OMol25 entry of this formula, charge and spin): 0.00 kcal/mol
lowest unoccupied orbital energy: 0.580 eV
SMILES: Cc1cccc(C)c1NC(=O)NC1(C(=O)NCCCN2CCOCC2)CCCCC1


# 4
This record from OMol25 describes one molecule with the formula C9H8 in a non-equilibrium geometry. The level of theory is the ωB97M-V functional and the def2-TZVPD basis.

```
17
Properties=species:S:1:pos:R:3:forces:R:3:nbo_charge:R:1
C 3.594984 0.023096 0.243179 1.78 -1.63 1.19 -0.674
C 2.047770 -0.017981 0.132311 0.82 3.09 -0.11 -0.131
C 1.307134 -1.102865 -0.112525 0.80 -1.22 -1.02 -0.265
C -0.156929 -1.146736 -0.314134 1.21 -2.14 0.29 -0.115
C -1.056586 -0.188603 -0.259950 -3.99 -0.95 0.90 -0.200
C -0.860473 1.145161 -0.262332 3.32 7.67 0.99 -0.008
C -0.469352 2.318785 -0.096833 0.09 -1.97 -0.09 -0.218
C -2.499223 -0.376339 0.097497 0.33 -1.51 -0.68 -0.008
C -3.652969 -0.588554 0.419034 -1.68 1.94 -0.50 -0.243
H 4.048728 -0.229193 1.357811 -1.43 1.19 -2.52 0.228
H 4.003804 -0.866173 -0.286694 -0.40 0.32 0.13 0.214
H 4.222806 0.868670 -0.243853 -1.74 -0.92 1.12 0.236
H 1.576903 1.045039 0.159690 0.64 -2.29 0.12 0.222
H 1.897857 -2.089676 -0.252733 -1.29 1.57 0.33 0.214
H -0.637313 -2.120950 -0.426022 0.55 -0.07 0.38 0.223
H 0.127791 3.263549 0.133174 -1.63 -1.80 -0.64 0.264
H -4.766706 -0.267046 0.481148 2.62 -1.27 0.12 0.263
```
Forces are in eV/Å.

Properties
relative energy (zero: lowest compared OMol25 entry of this formula, charge and spin): 128.60 kcal/mol
lowest unoccupied orbital energy: -0.226 eV
SMILES: C#CC(C#C)=C/C=C/C


The records above yield DFT total energy values of -149220.453, -197045.909, -36540.385, -9455.811 eV, respectively.